C31H37Cl4F7O27 | ωB97M-V/def2-TZVPD

Output
- SMILES: O=C1OC[C@@H](F)O1.O=C1OC[C@@H](F)O1.O=C1OC[C@@H](F)O1.O=C1OC[C@@H](F)O1.O=C1OC[C@@H](F)O1.O=C1OC[C@@H](F)O1.O=C1OC[C@@H](F)O1.C[C@H]1COC(=O)O1.C[C@H]1COC(=O)O1.ClCCl.ClCCl
- Energy: -157137.18300 eV
- HOMO-LUMO gap: 0.3756 hartree
- Highest occupied orbital energy: -10.588 eV
- Charge: 0

Geometry (Å):
C (-24.32446, -18.16025, 25.68390)
C (-23.87178, -18.50141, 24.30459)
C (-24.10818, -19.88499, 23.75137)
O (-25.03426, -19.67747, 22.74177)
C (-25.16005, -18.37689, 22.46685)
O (-25.72845, -17.91227, 21.42886)
O (-24.61273, -17.68590, 23.42997)
H (-24.61831, -17.11999, 25.82393)
H (-23.61449, -18.33820, 26.49160)
H (-25.11136, -18.84761, 25.99439)
H (-22.81499, -18.28403, 24.14954)
H (-24.60631, -20.58349, 24.42372)
H (-23.26406, -20.44484, 23.34871)
C (-23.76067, -15.03995, 15.83608)
C (-24.05428, -15.25424, 17.27685)
C (-23.00336, -14.63206, 18.19440)
O (-23.86901, -13.95220, 19.15478)
C (-25.22716, -13.96313, 18.73541)
O (-26.19347, -13.48516, 19.31956)
O (-25.29177, -14.77216, 17.63093)
H (-24.47717, -15.63827, 15.27327)
H (-22.77520, -15.34411, 15.48333)
H (-23.88573, -14.00181, 15.52831)
H (-24.19647, -16.30907, 17.51182)
H (-22.42498, -13.96596, 17.55418)
H (-22.29141, -15.35603, 18.59075)
C (-21.92199, -20.32999, 18.32841)
Cl (-21.34948, -21.96626, 18.86836)
Cl (-22.13439, -20.25911, 16.53319)
H (-22.85917, -20.07476, 18.82304)
H (-21.17483, -19.57042, 18.55841)
C (-29.38631, -16.75045, 17.68090)
Cl (-28.89526, -18.30462, 17.11578)
Cl (-31.00890, -16.73814, 18.54787)
H (-28.64984, -16.29746, 18.34460)
H (-29.43773, -16.10386, 16.80490)
C (-28.47711, -15.08080, 24.60803)
C (-28.01969, -14.41348, 25.95145)
O (-28.90385, -15.04639, 26.89534)
C (-29.98602, -15.55094, 26.24063)
O (-30.90478, -16.16788, 26.81378)
O (-29.82630, -15.41243, 24.98804)
F (-28.16010, -13.08224, 25.96722)
H (-27.84430, -15.96692, 24.55848)
H (-28.30605, -14.54459, 23.67458)
H (-27.00402, -14.73187, 26.18629)
C (-21.47452, -15.22623, 29.83139)
C (-22.62179, -14.55020, 30.68613)
O (-22.16096, -14.95213, 31.93359)
C (-21.75242, -16.15684, 31.80994)
O (-21.71572, -16.92911, 32.77828)
O (-21.47121, -16.43812, 30.50649)
F (-23.89273, -14.90422, 30.38983)
H (-20.47699, -14.80038, 29.93947)
H (-21.63933, -15.35591, 28.76175)
H (-22.66215, -13.47694, 30.50016)
C (-31.24070, -20.33894, 28.08960)
C (-31.10540, -21.71766, 28.74604)
O (-30.13323, -22.21761, 27.75059)
C (-29.38995, -21.19228, 27.27302)
O (-28.31833, -21.34900, 26.69229)
O (-29.88881, -20.05107, 27.73380)
F (-32.19396, -22.46159, 28.50252)
H (-31.69205, -19.81197, 28.93025)
H (-31.95334, -20.36032, 27.26511)
H (-30.88610, -21.81346, 29.80945)
C (-26.01807, -18.45898, 32.26551)
C (-26.70069, -18.97716, 31.06442)
O (-27.54367, -18.01823, 30.63420)
C (-27.64990, -17.07752, 31.61130)
O (-28.44335, -16.12693, 31.62839)
O (-26.81866, -17.29135, 32.55133)
F (-27.33841, -20.04324, 31.42849)
H (-24.95852, -18.30418, 32.06183)
H (-26.07603, -19.12736, 33.12458)
H (-25.86640, -19.29277, 30.43797)
C (-30.09670, -20.18138, 21.72917)
C (-30.78469, -21.42097, 21.17885)
O (-31.63551, -21.75921, 22.21952)
C (-32.01086, -20.50563, 22.78082)
O (-33.03897, -20.17855, 23.32415)
O (-30.99930, -19.72159, 22.67613)
F (-29.93335, -22.40639, 20.97462)
H (-29.96356, -19.43673, 20.94440)
H (-29.11187, -20.42242, 22.12929)
H (-31.36237, -21.31859, 20.26020)
C (-18.69192, -21.95810, 27.66620)
C (-18.29570, -20.54688, 27.89647)
O (-19.27969, -20.18485, 28.78199)
C (-20.42935, -20.90335, 28.51659)
O (-21.52868, -20.59642, 28.94395)
O (-20.10189, -21.89596, 27.64759)
F (-18.23970, -19.82904, 26.77196)
H (-18.40323, -22.65078, 28.45674)
H (-18.18857, -22.29558, 26.76020)
H (-17.31696, -20.45540, 28.36744)
C (-22.27007, -11.33428, 23.72912)
C (-23.65532, -12.12817, 23.96772)
O (-24.46183, -11.24026, 24.58620)
C (-24.13555, -10.00931, 24.24508)
O (-24.83263, -9.01883, 24.33686)
O (-22.77368, -10.01593, 23.80047)
F (-23.40648, -13.22596, 24.75595)
H (-21.85214, -11.45096, 22.72920)
H (-21.53973, -11.57919, 24.50029)
H (-24.16473, -12.32352, 23.02409)

These are the Mulliken partial charges, in e, on atoms 1 to 4: C -1.42; C 0.79; C -0.52; O -0.36

---

C31H37ClF3IrN7O5 | ωB97M-V/def2-TZVPD

Output
- Energy: -76914.85020 eV
- HOMO-LUMO gap (spin up / spin down): 0.1970 / 0.1139 hartree
- Spin multiplicity: 2
- Highest occupied orbital energy (spin up / spin down): -11.345 / -11.340 eV
- Charge: +2

Geometry (Å):
Ir (-0.41735, 0.66320, 0.53458)
Cl (2.39753, 3.42454, 6.86590)
C (2.07252, 2.72538, 5.34234)
C (3.11208, 2.53998, 4.41017)
C (2.83826, 2.02960, 3.17500)
C (1.50770, 1.67480, 2.76231)
O (1.32500, 1.29303, 1.57007)
C (0.46684, 1.82873, 3.75641)
C (-0.91301, 1.51315, 3.47484)
O (-1.38487, 0.94426, 2.50290)
C (0.77635, 2.35040, 5.00943)
H (4.12329, 2.80526, 4.68000)
H (3.62615, 1.91042, 2.44448)
H (-1.61032, 1.83386, 4.26483)
H (-0.00600, 2.46078, 5.74637)
F (-2.80328, 0.43169, -1.14238)
C (-2.07009, -0.24223, -0.21166)
F (-1.77049, -1.41174, -0.86699)
F (-2.95442, -0.59135, 0.73068)
C (-1.46320, -5.50303, -1.48305)
O (-1.51489, -4.84142, -0.23357)
C (-2.65334, -4.28099, 0.17774)
C (-3.83704, -4.24852, -0.55610)
C (-4.97989, -3.67870, -0.03228)
C (-4.97840, -3.11028, 1.24845)
C (-3.82358, -3.08919, 1.98068)
C (-2.63062, -3.65664, 1.47715)
N (-1.50748, -3.57148, 2.20855)
C (-0.30273, -4.23857, 1.98511)
C (0.83970, -3.66542, 1.44266)
C (2.00880, -4.42824, 1.24868)
C (3.12536, -3.89739, 0.62056)
C (3.10737, -2.59018, 0.14758)
C (1.99973, -1.78972, 0.36496)
C (0.85329, -2.26362, 1.03374)
O (-0.15829, -1.52759, 1.28444)
H (-0.48632, -5.97923, -1.53068)
H (-1.56487, -4.79409, -2.30681)
H (-2.23877, -6.26636, -1.56122)
H (-3.87097, -4.67160, -1.54644)
H (-5.88194, -3.66575, -0.62217)
H (-5.88678, -2.69215, 1.64788)
H (-3.80615, -2.64004, 2.96078)
H (-1.56026, -2.94895, 3.01341)
H (-0.30105, -5.29333, 2.22914)
H (2.01911, -5.45085, 1.59384)
H (4.01183, -4.50159, 0.50304)
H (3.96550, -2.19100, -0.36779)
H (1.98340, -0.75538, 0.04864)
C (2.02591, 2.80900, -1.05226)
N (2.43336, 1.62757, -1.77231)
C (3.85533, 1.36069, -1.80344)
C (1.50811, 0.73029, -2.18161)
N (0.35463, 0.60223, -1.55530)
N (1.81565, -0.01418, -3.27393)
C (1.04279, -1.18928, -3.60634)
C (2.55607, 0.53828, -4.39349)
H (2.83215, 3.53582, -1.11442)
H (1.80584, 2.59536, -0.00404)
H (1.12925, 3.21411, -1.51475)
H (4.26028, 1.50727, -0.80189)
H (4.37406, 2.04170, -2.48074)
H (4.04942, 0.33761, -2.11201)
H (-0.29451, 0.05664, -2.11157)
H (0.16530, -0.94328, -4.21090)
H (0.72856, -1.70436, -2.70120)
H (1.67803, -1.85709, -4.18511)
H (2.92398, 1.53289, -4.17060)
H (1.89334, 0.61067, -5.25809)
H (3.39279, -0.10664, -4.65935)
C (-1.98051, 5.73996, -2.23194)
N (-1.62347, 4.78828, -1.20939)
C (-1.14647, 5.17251, 0.09606)
C (-0.88310, 3.81032, 0.73620)
O (-0.45571, 3.60137, 1.84605)
N (-1.17800, 2.85003, -0.18842)
C (-1.58595, 3.45548, -1.31122)
N (-1.83537, 2.79747, -2.44506)
H (-2.43048, 6.60986, -1.76000)
H (-2.70652, 5.31478, -2.92231)
H (-1.10653, 6.05935, -2.80356)
H (-1.88378, 5.74459, 0.66353)
H (-0.21551, 5.74618, 0.04124)
H (-1.98865, 1.80696, -2.36298)
H (-2.29367, 3.26511, -3.21108)

These are the Mulliken partial charges, in e, on atoms 1 to 4: Ir 4.30; Cl -0.10; C 0.12; C -0.72

---

C31H37F3N3 | ωB97M-V/def2-TZVPD

Output
- Energy: -45360.77884 eV
- HOMO-LUMO gap: 0.2571 hartree
- Highest occupied orbital energy: -10.668 eV
- Charge: +1

Geometry (Å):
C (-6.78290, -0.52054, -0.48392)
C (-5.35741, -0.27750, -0.86992)
C (-4.77931, 0.97368, -0.64107)
C (-3.45416, 1.22484, -0.94587)
C (-2.90459, 2.60065, -0.71874)
C (-2.68497, 0.14320, -1.38573)
N (-1.29229, 0.37542, -1.58610)
C (-0.20366, 0.16730, -0.70461)
N (0.92354, 0.38883, -1.53689)
C (2.27580, 0.07078, -1.23504)
C (2.65617, -1.26657, -1.07097)
C (1.66640, -2.38142, -1.17505)
C (3.98307, -1.52695, -0.75696)
C (4.92418, -0.49650, -0.66662)
C (6.35382, -0.80622, -0.37278)
C (4.50775, 0.82450, -0.88146)
C (3.19057, 1.12940, -1.17392)
C (2.80865, 2.57992, -1.30572)
C (0.58904, 1.01715, -2.79921)
C (-0.91655, 1.02036, -2.83601)
C (-3.25933, -1.05587, -1.83121)
C (-2.46568, -2.10120, -2.56308)
C (-4.59196, -1.27267, -1.48720)
H (-7.06294, -1.56096, -0.65477)
H (-6.94987, -0.28382, 0.57294)
H (-7.45620, 0.11287, -1.07206)
H (-5.38989, 1.77418, -0.21111)
H (-1.83307, 2.67917, -0.91627)
H (-3.42980, 3.33917, -1.34541)
H (-3.08736, 2.91668, 0.31944)
H (2.18078, -3.34572, -1.07325)
H (0.94907, -2.34760, -0.34507)
H (1.11441, -2.39967, -2.12774)
H (4.26239, -2.56800, -0.58860)
H (6.91860, 0.11006, -0.19198)
H (6.43142, -1.45052, 0.50694)
H (6.81667, -1.33221, -1.21431)
H (5.22731, 1.64640, -0.79958)
H (3.51789, 3.19793, -0.73086)
H (2.86668, 2.95550, -2.33981)
H (1.81013, 2.79383, -0.90824)
H (0.99218, 2.02866, -2.83804)
H (0.99187, 0.49238, -3.67330)
H (-1.32225, 0.49969, -3.71286)
H (-1.32443, 2.03472, -2.90778)
H (-3.10449, -2.97949, -2.73605)
H (-2.11430, -1.75241, -3.54699)
H (-1.59439, -2.46838, -1.99563)
H (-5.04636, -2.23681, -1.72450)
C (-1.85242, -2.59017, 0.79880)
N (-1.20231, -1.46176, 1.47570)
C (-1.58497, -1.39327, 2.87831)
C (-0.33012, -0.60328, 0.91262)
C (0.67799, -0.03087, 1.81640)
C (1.15410, -0.61051, 3.03635)
C (1.89781, 0.11783, 3.95281)
C (2.20402, 1.46426, 3.70561)
C (2.93560, 2.30190, 4.72368)
F (3.73017, 3.22848, 4.10231)
F (2.05979, 3.00268, 5.51722)
F (3.73437, 1.58764, 5.56710)
C (1.73674, 2.05056, 2.53633)
C (0.96638, 1.33709, 1.64499)
H (-2.17995, -3.27639, 1.59012)
H (-2.74526, -2.25659, 0.25508)
H (-1.19647, -3.14762, 0.11313)
H (-2.60729, -1.74473, 2.94911)
H (-1.01338, -2.06677, 3.53115)
H (-1.55695, -0.38196, 3.30441)
H (-0.15139, -1.12303, -0.40177)
H (1.00484, -1.65691, 3.30639)
H (2.28962, -0.32804, 4.86615)
H (1.96657, 3.09838, 2.31549)
H (0.51228, 1.81684, 0.78550)

These are the Mulliken partial charges, in e, on atoms 1 to 4: C -1.49; C 0.55; C -0.89; C 0.91